(1)
Formula: C22H17IrN5O8
Source: the Open Molecules 2025 dataset
Level of theory: the ωB97M-V functional and the def2-TZVPD basis

```
53
C22H17IrN5O8 | the Open Molecules 2025 dataset | the ωB97M-V functional and the def2-TZVPD basis
Ir 0.26 0.21 -0.05
O -4.33 0.68 0.57
C -3.13 0.34 0.99
O -2.74 -0.79 1.17
C -2.27 1.53 1.31
C -2.84 2.66 1.87
C -2.03 3.65 2.40
C -0.66 3.47 2.38
C -0.16 2.34 1.76
N -0.94 1.40 1.21
C 1.32 2.06 1.75
O 2.13 2.72 2.30
O 1.64 0.93 1.06
H -4.89 -0.12 0.50
H -3.92 2.74 1.92
H -2.46 4.54 2.84
H 0.04 4.17 2.81
N 0.00 -1.52 1.13
C -0.58 -2.59 0.32
C -0.63 -3.89 0.70
C -1.29 -4.84 -0.11
C -1.92 -4.45 -1.26
C -1.90 -3.09 -1.67
C -2.56 -2.59 -2.81
C -2.51 -1.25 -3.10
C -1.76 -0.40 -2.27
N -1.12 -0.84 -1.21
C -1.20 -2.17 -0.88
H -0.65 -1.30 1.88
H 0.88 -1.81 1.55
H -0.18 -4.21 1.64
H -1.31 -5.87 0.19
H -2.44 -5.17 -1.87
H -3.12 -3.27 -3.45
H -3.02 -0.84 -3.96
H -1.68 0.66 -2.49
C 2.87 -2.59 -0.59
C 2.62 -1.43 -1.48
N 1.69 -0.48 -1.34
C 1.88 0.44 -2.36
C 2.92 0.03 -3.13
N 3.35 -1.13 -2.56
C 3.62 0.53 -4.36
O 3.19 1.65 -4.90
O 4.52 -0.14 -4.79
C 1.03 1.63 -2.37
O 1.07 2.49 -3.21
O 0.19 1.68 -1.32
H 1.93 -3.06 -0.30
H 3.42 -2.27 0.30
H 3.48 -3.33 -1.10
H 4.14 -1.65 -2.94
H 2.45 2.06 -4.41
```

Calculated values
HOMO level (spin up / spin down)	-15.66 / -15.65	eV
energy relative to the best compared isomer or geometry (same formula, charge and spin)	0.0	kJ/mol
2S+1	2
calculated total energy	-49748.5178	eV
charge	+2

---

(2)
Formula: C3H8N
Source: the Open Molecules 2025 dataset
Level of theory: the ωB97M-V functional and the def2-TZVPD basis

```
12
C3H8N | the Open Molecules 2025 dataset | the ωB97M-V functional and the def2-TZVPD basis
C -0.51 1.79 0.46
C 0.20 0.61 -0.19
C -0.16 -0.62 0.12
N 0.45 -1.88 -0.52
H -1.50 1.62 0.87
H -0.73 2.55 -0.35
H 0.31 2.12 1.23
H 1.00 0.98 -0.81
H -0.89 -0.83 0.89
H 1.44 -1.91 -0.23
H 0.39 -1.86 -1.53
H 0.01 -2.57 0.08
```

Calculated values
HOMO level	-15.04	eV
energy relative to the best compared isomer or geometry (same formula, charge and spin)	75.7	kJ/mol
2S+1	1
calculated total energy	-4722.6428	eV
charge	+1

---

(3)
Formula: C7H14Cl2N4
Source: the Open Molecules 2025 dataset
Level of theory: the ωB97M-V functional and the def2-TZVPD basis

```
27
C7H14Cl2N4 | the Open Molecules 2025 dataset | the ωB97M-V functional and the def2-TZVPD basis
C 0.51 -0.96 2.24
C 1.62 -1.19 1.27
C 1.49 -1.64 -0.01
N 2.45 -2.00 -0.83
N 0.12 -1.41 -0.57
C -0.38 -0.17 -0.67
N 0.36 0.88 -0.24
C 1.83 0.81 -0.04
Cl 2.83 0.64 -1.41
Cl 2.58 1.99 1.08
N -1.60 0.06 -1.10
C -2.17 1.35 -1.43
C -2.78 1.87 -0.15
H -0.51 -1.19 1.78
H 0.61 -0.04 2.78
H 0.51 -1.72 3.02
H 2.64 -1.26 1.49
H 3.39 -2.08 -0.31
H 2.44 -2.06 -1.85
H -0.38 -2.18 -1.04
H -0.13 1.74 -0.02
H -2.27 -0.65 -0.93
H -3.02 1.11 -2.06
H -1.56 2.08 -1.84
H -1.96 2.21 0.57
H -3.39 2.69 -0.27
H -3.26 1.11 0.55
```

Calculated values
HOMO level (spin up / spin down)	-17.29 / -17.29	eV
energy relative to the best compared isomer or geometry (same formula, charge and spin)	148.2	kJ/mol
2S+1	1
calculated total energy	-38472.1922	eV
charge	+2